# C3H12N4S

A 3-piece molecular cluster, C3H12N4S overall at a distorted geometry (ωB97M-V/def2-TZVPD, the Open Molecules 2025 dataset).

Calculated values
multiplicity = 1
energy = -738.5054 Eh
orbital gap = 6.6158 eV
E_LUMO = -0.057 Eh
energy above the lowest of the compared OMol25 structures with the same formula, charge and spin = 127.1 kcal per mole

Each atom is followed by the atoms it is bonded to, with distances in Å.
Geometry (Å):
1 C 0.25 -2.21 0.56  C2 1.548, N4 1.450, H5 1.136, H6 1.105
2 C -0.54 -2.19 -0.77  C1 1.548, S3 1.773, H7 1.123, H8 1.150
3 S 0.23 -1.88 -2.33  C2 1.773
4 N 1.57 -1.63 0.74  C1 1.450, H9 1.009, H10 1.001
5 H 0.49 -3.30 0.78  C1 1.136
6 H -0.51 -1.93 1.31  C1 1.105
7 H -1.46 -1.57 -0.59  C2 1.123
8 H -1.07 -3.20 -0.94  C2 1.150
9 H 1.58 -0.63 0.61  N4 1.009
10 H 2.35 -2.12 0.36  N4 1.001
11 N -0.72 0.75 0.50  C12 1.320, H15 0.995
12 C -0.48 2.05 0.53  N11 1.320, N13 1.445, N14 1.364
13 N 0.87 2.51 0.77  C12 1.445, H17 1.049, H18 1.006
14 N -1.45 2.93 0.17  C12 1.364, H19 1.025, H20 1.019
15 H -0.70 0.56 -0.47  N11 0.995
16 H 1.16 0.17 -2.39  no bonds
17 H 0.80 3.25 0.02  N13 1.049
18 H 1.45 1.91 0.23  N13 1.006
19 H -1.38 3.86 0.59  N14 1.025
20 H -2.43 2.69 0.30  N14 1.019